The following is a quantum chemistry calculation of 2 unconnected molecules or ions with the total composition C17H24O3 in a non-equilibrium geometry, from OMol25.

Element x y z (Å)
1 C 4.40884 -0.62753 -1.86689
2 C 4.95792 -0.39727 -0.58913
3 C 4.19261 0.18092 0.68357
4 C 3.35094 1.51582 0.42480
5 C 2.22204 1.55961 -0.70087
6 C 1.70231 3.05567 -0.39353
7 O 0.75365 3.57821 -1.33132
8 C -0.61125 3.23017 -0.93357
9 C -1.10467 1.80436 -1.48286
10 C -1.87584 0.91881 -0.35944
11 C -0.82478 0.19813 0.65253
12 O 2.98738 3.75917 -0.25985
13 C 4.09188 2.88602 0.07796
14 O 5.29928 3.15897 0.10605
15 H 5.13915 -0.84527 -2.72090
16 H 3.29532 -0.55467 -2.08511
17 H 6.05858 -0.70055 -0.44603
18 H 4.99806 0.45223 1.46118
19 H 3.51169 -0.58350 1.20570
20 H 2.76577 1.62791 1.40977
21 H 2.74330 1.52524 -1.72072
22 H 1.46201 0.71963 -0.78893
23 H 1.29731 3.10423 0.67424
24 H -0.77663 3.29011 0.19605
25 H -1.28975 4.03634 -1.39460
26 H -0.25359 1.22941 -1.97832
27 H -1.89935 2.01476 -2.29121
28 H -2.39789 0.05236 -0.91628
29 H -2.67413 1.50841 0.19888
30 H -0.17434 1.03305 1.07724
31 H -1.35858 -0.42567 1.44767
32 H -0.17078 -0.46925 -0.00035
33 C -3.56334 -4.20191 2.09185
34 C -2.82827 -3.90037 0.94978
35 C -3.41526 -3.18100 -0.08637
36 C -4.73958 -2.76640 0.01763
37 C -5.47741 -3.07587 1.15582
38 C -4.88939 -3.79207 2.19359
39 H -3.10352 -4.75704 2.90233
40 H -1.79641 -4.22571 0.86743
41 H -2.84072 -2.94308 -0.97549
42 H -5.19663 -2.20330 -0.78890
43 H -6.51179 -2.75783 1.23468
44 H -5.46411 -4.03129 3.08193

**Kohn-Sham gap**: 0.3740 Eh
**Net charge**: 0
**E_tot**: -887.7557 Ha
**SMILES**: C=CC[C@@H]1C[C@H](OCCCC)OC1=O.c1ccccc1
**Maximum force**: 4.7 eV/Å

The following is a quantum chemistry calculation of a molecular structure, C17H25Br36FNOP in a non-equilibrium geometry, from OMol25.

Element x y z (Å)
1 C -1.66550 3.45448 -4.91735
2 C -2.57413 2.29395 -4.41779
3 C -2.07018 0.88423 -4.75187
4 O -1.38078 0.22360 -3.68514
5 P -0.10904 1.09406 -3.07713
6 N 1.14264 1.15261 -4.26723
7 C 0.62648 -0.06942 -1.80455
8 C 1.35809 0.83145 -0.81656
9 F -0.40325 -0.76496 -1.16919
10 H -2.19138 4.12173 -5.59588
11 H -1.35129 4.02562 -4.04297
12 H -0.76010 3.05625 -5.37358
13 H -3.55523 2.41588 -4.88469
14 H -2.74209 2.40009 -3.34655
15 H -1.50602 0.89288 -5.69125
16 H -2.95602 0.28113 -4.95679
17 H 0.84464 0.91083 -5.20336
18 H 1.60595 2.04963 -4.25861
19 H 1.34130 -0.77134 -2.24346
20 H 1.83030 0.18372 -0.07812
21 H 0.68021 1.51568 -0.30883
22 H 2.14250 1.37610 -1.34569
23 C 0.85023 7.20169 -3.16001
24 Br 1.46421 5.40295 -2.85066
25 Br 2.28152 8.47819 -2.96461
26 Br -0.03336 7.36760 -4.86484
27 H 0.11730 7.42280 -2.39787
28 C 2.95611 -2.38084 1.95737
29 Br 1.28885 -2.03295 1.06779
30 Br 4.43886 -2.47225 0.73361
31 Br 3.25966 -1.09574 3.36200
32 H 2.87586 -3.35316 2.42421
33 C -3.46675 -2.47860 -2.65568
34 Br -3.95220 -3.92162 -3.84054
35 Br -4.53313 -0.91475 -2.98620
36 Br -3.54180 -3.02983 -0.81255
37 H -2.43789 -2.21846 -2.86865
38 C -0.96608 -1.04315 4.52391
39 Br -1.99980 -1.55647 2.98178
40 Br -1.05366 0.85572 4.84032
41 Br -1.48940 -2.06291 6.07104
42 H 0.06839 -1.28361 4.31484
43 C -3.31673 -7.02890 -0.51274
44 Br -3.29672 -8.08955 -2.12001
45 Br -5.08207 -6.92676 0.25291
46 Br -2.02676 -7.64850 0.77696
47 H -3.03290 -6.02275 -0.79071
48 C 6.15973 1.12194 5.14917
49 Br 6.46215 -0.16037 6.55360
50 Br 4.32764 1.71626 5.11389
51 Br 7.37952 2.60899 5.25753
52 H 6.34842 0.61926 4.21092
53 C 3.39074 -5.88367 4.71847
54 Br 1.88091 -4.68144 4.78556
55 Br 4.33737 -5.74794 3.04469
56 Br 4.56769 -5.63342 6.22046
57 H 2.99694 -6.90183 4.78657
58 C 2.45122 -9.36265 3.06622
59 Br 0.87153 -8.27168 3.23428
60 Br 3.30826 -9.11950 1.35956
61 Br 3.67050 -9.06580 4.53210
62 H 2.13579 -10.39419 3.12049
63 C -8.32839 0.30495 -4.75327
64 Br -7.65497 -1.47169 -4.45844
65 Br -6.94085 1.62620 -4.51429
66 Br -9.18225 0.47517 -6.47174
67 H -9.08060 0.49385 -4.00155
68 C -4.62190 -4.40128 4.87111
69 Br -4.67879 -5.42598 3.23845
70 Br -6.36595 -4.22416 5.67014
71 Br -3.34013 -5.13141 6.11102
72 H -4.28396 -3.40585 4.61360
73 C 3.99874 11.93943 -2.26684
74 Br 4.81288 12.70690 -3.83437
75 Br 4.91875 10.34317 -1.69914
76 Br 3.85524 13.22117 -0.83657
77 H 2.99353 11.64870 -2.53799
78 C 3.18498 5.46655 4.37648
79 Br 1.63548 4.32094 4.38662
80 Br 4.21485 5.24653 2.76369
81 Br 2.70796 7.30887 4.67358
82 H 3.81327 5.15964 5.20079

**Kohn-Sham gap**: 0.2864 Eh
**ΔE to the lowest compared entry with this formula, charge and spin**: 34.3 kJ/mol
**Net charge**: 0
**E_tot**: -93898.3425 Ha
**Maximum force**: 1.5 eV/Å

> Which of these has the lowest Kohn-Sham gap?

C17H25Br36FNOP